# 1
DFT (the ωB97M-V functional and the def2-TZVPD basis) results for 3 unconnected molecules or ions with the total composition C23H55N4O9P2.

For the HOMO energy, the calculation gives -11.3 eV. The calculation puts the HOMO-LUMO gap at 0.27192 Ha. The value obtained for the LUMO energy is -3.912 eV. The net charge is +1. For the largest force on an atom, the calculation gives 10.04 eV/Å.

XYZ file:
```
93
Properties=species:S:1:pos:R:3:forces:R:3
C 3.61066 -1.12648 2.00224 1.4 -1.4 0.5
O 2.22743 -1.18736 1.50126 1.7 0.7 -1.2
C 2.13142 -0.82306 0.08006 -1.1 0.6 -1.1
C 2.07217 -2.08336 -0.96442 0.5 -0.2 -0.5
C 2.78686 -3.46205 -0.44142 -0.3 -1.1 -1.2
C 1.70686 -4.56671 0.19952 0.9 -0.1 0.0
C 1.57932 -4.47737 1.83308 -0.4 -1.1 0.4
C -0.01880 -4.39500 2.30863 1.1 -2.0 0.3
N -0.44620 -3.01836 2.75987 -2.8 1.6 -1.7
C -1.46672 -2.26105 2.17575 1.1 0.4 1.5
N -1.79484 -0.91444 2.78040 2.9 -2.8 -2.3
C -2.07082 0.15266 1.74767 -1.5 1.9 -1.2
C -2.63854 -0.38782 0.30948 0.4 0.3 -1.2
C -2.04640 -1.85549 -0.15830 0.1 2.5 -0.4
N -2.74770 -2.27666 -1.43603 1.4 -0.3 1.0
N -2.25175 -2.80406 1.00189 1.7 1.2 1.7
H 3.79850 -0.31194 2.82996 -0.7 -1.3 -1.9
H 4.42193 -1.04957 1.13130 -1.9 0.1 1.9
H 3.83463 -2.17276 2.52858 -0.5 2.2 -1.0
H 2.99083 -0.09099 -0.24820 -1.6 -1.5 0.8
H 1.10260 -0.23342 -0.04200 2.2 -1.1 0.3
H 0.96673 -2.36091 -1.29124 2.2 0.7 0.8
H 2.62378 -1.74230 -1.96500 -1.2 -0.7 2.2
H 3.21084 -4.00449 -1.41720 -0.9 1.3 2.1
H 3.71714 -3.29724 0.25414 -2.0 -0.2 -1.2
H 0.64366 -4.48359 -0.32457 2.3 0.0 1.1
H 2.12603 -5.65597 -0.05104 -1.0 2.4 0.5
H 1.96311 -5.51882 2.27320 -0.9 2.3 -0.9
H 2.24985 -3.65838 2.33559 -1.5 -1.4 -1.2
H -0.63732 -4.84945 1.42588 0.8 1.5 1.9
H -0.16259 -5.12684 3.23240 0.2 1.7 -1.8
H 0.06158 -2.61932 3.60416 -0.9 -0.6 -1.7
H -0.93913 -0.57322 3.31233 -1.5 -0.8 -0.5
H -2.92818 0.84955 2.19969 2.0 -1.5 -1.0
H -1.13452 0.85684 1.55225 -1.8 -1.8 0.6
H -2.27222 0.38343 -0.52430 -0.9 -1.5 1.9
H -3.80870 -0.39076 0.27184 2.2 -0.2 0.2
H -0.89625 -1.67753 -0.39297 -2.1 -0.8 1.1
H -2.45519 -1.57534 -2.15625 -0.4 -1.0 0.8
H -2.40365 -3.22925 -1.74646 -0.4 1.6 0.5
H -3.25397 -2.87034 1.28499 0.9 0.3 -0.4
O 4.57056 -1.35530 -4.49852 0.9 -4.6 -0.1
P 4.93851 -1.74661 -5.95066 -1.3 9.3 -3.5
O 6.02718 -0.50140 -6.10695 0.4 -0.7 0.4
C 7.13750 -0.47197 -5.22409 0.5 0.2 0.3
C 8.22590 -1.42076 -5.68379 0.2 0.1 -0.2
O 3.59749 -1.00887 -6.60761 -0.2 -1.6 0.1
C 2.36000 -1.05368 -5.91431 -0.4 0.4 0.3
C 2.11803 0.26727 -5.20001 -0.1 0.2 -0.1
O 5.34965 -2.18385 -7.57322 -0.1 -3.4 3.0
C 5.36864 -1.23660 -8.63964 0.3 0.8 -0.7
C 6.78866 -0.82931 -8.98730 0.4 0.3 0.4
H 6.83512 -0.71207 -4.20082 -0.1 0.0 -0.1
H 7.52296 0.55223 -5.21220 -0.2 -0.1 -0.1
H 7.83343 -2.43112 -5.83212 0.0 0.0 0.1
H 9.03845 -1.45964 -4.95308 -0.1 0.0 0.0
H 8.64352 -1.09354 -6.64131 -0.1 -0.1 0.1
H 2.32765 -1.89939 -5.21812 0.1 0.2 0.0
H 1.56803 -1.22288 -6.65464 0.2 0.0 0.0
H 2.97926 0.57528 -4.60034 -0.1 -0.2 0.0
H 1.23744 0.19919 -4.55235 0.1 0.0 -0.1
H 1.94624 1.06471 -5.93204 0.0 -0.2 0.1
H 4.76528 -0.34864 -8.43749 0.0 -0.3 0.2
H 4.92689 -1.73983 -9.50519 -0.1 -0.2 0.3
H 7.16673 -0.08336 -8.27781 -0.1 -0.2 -0.1
H 6.82858 -0.37057 -9.97830 -0.1 -0.1 0.0
H 7.47206 -1.68346 -8.95575 -0.2 0.0 -0.2
O -7.32537 3.57200 3.82655 2.6 0.5 -3.9
P -6.06366 4.41552 4.13280 -2.9 1.5 9.5
O -5.64641 3.48225 5.44242 0.5 -0.7 -0.6
C -5.37499 2.10723 5.22167 -0.1 -0.4 0.2
C -3.97073 1.90656 4.68879 0.4 0.0 0.2
O -6.91690 5.60949 4.92059 0.7 0.2 -1.5
C -8.19925 5.98783 4.44471 -0.8 0.1 0.1
C -9.28002 5.34552 5.30089 -0.1 0.1 0.2
O -4.65388 5.35804 4.47499 -0.5 -1.2 -4.2
C -4.36374 5.85486 5.78032 0.3 0.1 1.0
C -3.28631 5.02689 6.45622 -0.1 -0.6 0.2
H -6.10489 1.66528 4.53750 -0.1 0.1 0.1
H -5.48183 1.59133 6.18092 0.0 0.2 0.0
H -3.79398 2.51807 3.79904 0.0 0.0 0.0
H -3.79947 0.85633 4.43709 0.0 0.0 0.0
H -3.22848 2.20361 5.43655 -0.1 0.0 -0.1
H -8.31921 5.73133 3.38604 0.0 -0.1 0.2
H -8.27329 7.08025 4.51590 0.2 -0.2 0.0
H -9.12470 4.26969 5.42197 0.0 0.1 -0.2
H -10.26975 5.51692 4.86432 0.1 0.0 0.1
H -9.26838 5.77779 6.30801 0.0 0.0 -0.2
H -5.24477 5.91613 6.42328 0.0 -0.1 -0.3
H -3.98865 6.87391 5.64461 -0.1 -0.1 -0.3
H -3.70523 4.10116 6.86886 0.1 0.2 -0.1
H -2.84518 5.57385 7.29308 0.0 0.1 -0.1
H -2.49718 4.74163 5.75371 0.0 0.2 0.1
```
Positions in Å, forces in eV/Å.

For each atom in turn, the Mulliken charge in e is: number 1, C, carries -0.7486; number 2, O, carries -0.2506; number 3, C, carries -0.4703; number 4, C, carries 0.3471; number 5, C, carries -0.6619; number 6, C, carries -0.6118; number 7, C, carries 0.0707; number 8, C, carries -0.7970; number 9, N, carries -0.0042; number 10, C, carries 0.1569; number 11, N, carries -0.2745; number 12, C, carries -0.0920; number 13, C, carries -0.9010; number 14, C, carries 0.6909; number 15, N, carries -0.6948; number 16, N, carries -0.2212; number 17, H, carries 0.2469; number 18, H, carries 0.3385; number 19, H, carries 0.2227; number 20, H, carries 0.3982; number 21, H, carries 0.1089; number 22, H, carries 0.0453; number 23, H, carries -0.0778; number 24, H, carries 0.3334; number 25, H, carries 0.1899; number 26, H, carries 0.2407; number 27, H, carries 0.3446; number 28, H, carries 0.3709; number 29, H, carries -0.1552; number 30, H, carries 0.3507; number 31, H, carries 0.3231; number 32, H, carries 0.2980; number 33, H, carries 0.3477; number 34, H, carries -0.0650; number 35, H, carries 0.3072; number 36, H, carries 0.3367; number 37, H, carries 0.3020; number 38, H, carries -0.3198; number 39, H, carries 0.2991; number 40, H, carries 0.2912; number 41, H, carries 0.3708; number 42, O, carries -0.6659; number 43, P, carries 1.1299; number 44, O, carries -0.3592; number 45, C, carries -0.3646; number 46, C, carries -0.9248; number 47, O, carries -0.3436; number 48, C, carries -0.3193; number 49, C, carries -1.0704; number 50, O, carries -0.4727; number 51, C, carries 0.0068; number 52, C, carries -1.0742; number 53, H, carries 0.3106; number 54, H, carries 0.2808; number 55, H, carries 0.2537; number 56, H, carries 0.4026; number 57, H, carries 0.2089; number 58, H, carries 0.2693; number 59, H, carries 0.3571; number 60, H, carries 0.2475; number 61, H, carries 0.3354; number 62, H, carries 0.3471; number 63, H, carries 0.1955; number 64, H, carries 0.4005; number 65, H, carries 0.1399; number 66, H, carries 0.4344; number 67, H, carries 0.2669; number 68, O, carries -0.6845; number 69, P, carries 1.1080; number 70, O, carries -0.3230; number 71, C, carries -0.5834; number 72, C, carries -0.7077; number 73, O, carries -0.3591; number 74, C, carries -0.3643; number 75, C, carries -1.0687; number 76, O, carries -0.4680; number 77, C, carries 0.0064; number 78, C, carries -1.0590; number 79, H, carries 0.3877; number 80, H, carries 0.2723; number 81, H, carries 0.2160; number 82, H, carries 0.3995; number 83, H, carries 0.1866; number 84, H, carries 0.3239; number 85, H, carries 0.3626; number 86, H, carries 0.2721; number 87, H, carries 0.3678; number 88, H, carries 0.2962; number 89, H, carries 0.2076; number 90, H, carries 0.4078; number 91, H, carries 0.1369; number 92, H, carries 0.4404; number 93, H, carries 0.2477

=====

# 2
DFT (the ωB97M-V functional and the def2-TZVPD basis) results for a molecular structure, C5H6Cl2O4RhSYb.

For the HOMO energy (alpha / beta), the calculation gives -22.6 / -26.0 eV. The calculation puts the HOMO-LUMO gap (alpha / beta) at 0.22784 / 0.19991 Ha. For the relative energy (zero: lowest compared OMol25 entry of this formula, charge and spin), the calculation gives 0.0 kcal per mole. The value obtained for the LUMO energy (alpha / beta) is -16.366 / -20.561 eV. As for the spin multiplicity: 6. The net charge is +4. For the largest force on an atom, the calculation gives 12.46 eV/Å.

XYZ file:
```
20
Properties=species:S:1:pos:R:3:forces:R:3
Rh -3.30868 0.44422 -0.56718 4.8 3.8 -1.1
Yb -0.88586 -1.06980 0.21249 0.0 -0.1 -0.8
Cl -1.79684 1.34026 0.99451 1.4 -0.7 1.1
Cl -1.43027 0.19532 -2.03982 1.2 -1.1 0.3
C 0.27009 -2.58277 -1.70447 1.6 -2.8 -3.1
C -4.59925 0.42455 0.77864 -7.7 -0.8 9.4
C -4.49635 -0.30259 -1.77132 -8.0 -4.8 -8.2
O 0.69221 -3.23363 -2.55148 -1.7 2.8 3.5
O -5.28326 0.32277 1.71436 3.2 0.5 -4.7
O -5.28102 -0.72343 -2.51895 3.7 2.1 3.7
C 2.82709 1.07210 2.00629 -0.4 1.9 1.0
S 1.64012 0.72820 0.73784 2.9 -2.6 1.2
C 2.71529 0.20678 -0.62723 -0.4 0.2 -1.3
O 1.01885 -0.63312 1.15369 -0.6 1.8 -0.8
H 3.30240 2.03799 1.75618 -0.2 -0.1 0.0
H 3.58886 0.29857 2.09338 0.0 -0.7 -0.5
H 2.30629 1.17394 2.96265 -0.1 0.1 0.1
H 3.22888 -0.68835 -0.25078 -0.1 0.1 0.2
H 2.08570 -0.02530 -1.49520 0.2 0.1 0.0
H 3.40575 1.01430 -0.88361 0.0 0.2 0.1
```
Positions in Å, forces in eV/Å.

For each atom in turn, the Mulliken charge in e is: number 1, Rh, carries 0.2037; number 2, Yb, carries 1.4814; number 3, Cl, carries -0.1594; number 4, Cl, carries -0.0987; number 5, C, carries 0.0664; number 6, C, carries 0.4574; number 7, C, carries 0.4762; number 8, O, carries 0.1011; number 9, O, carries -0.0051; number 10, O, carries 0.0015; number 11, C, carries -0.9620; number 12, S, carries 0.9841; number 13, C, carries -0.8844; number 14, O, carries -0.3061; number 15, H, carries 0.4984; number 16, H, carries 0.4177; number 17, H, carries 0.4444; number 18, H, carries 0.4656; number 19, H, carries 0.3632; number 20, H, carries 0.4547